A 2-piece molecular cluster, CH6N3S2 overall at a distorted geometry. Source: the OMol25 dataset; level of theory: ωB97M-V/def2-TZVPD.

Results
- LUMO level (spin up / spin down): -0.2196 / -0.2196 hartree
- Gap between HOMO and LUMO (spin up / spin down): 0.275 / 0.275 Eh
- Energy relative to the best compared isomer or geometry (same formula, charge and spin): 509.9 kJ/mol
- Total energy: -1001.88843 Ha

```
! wB97M-V def2-TZVPD RIJCOSX def2/J DEFGRID3
* xyz 1 1
S -2.036 0.432 0.601
S 1.837 -0.940 0.221
N -0.843 -0.517 0.237
N 0.544 1.977 0.042
N -1.197 -1.877 0.149
C 0.366 -0.284 -0.332
H 1.605 2.238 0.119
H 2.486 -0.727 -0.799
H 0.083 2.312 -0.866
H -0.718 -2.576 -0.375
H -0.020 2.199 0.892
H -2.105 -2.237 0.112
*
```